Record 1
{"formula": "C4H6N2S", "method": "ωB97M-V/def2-TZVPD", "elements": ["C", "C", "C", "C", "H", "H", "H", "H", "H", "H", "N", "N", "S"], "positions_angstrom": [[2.112, 0.612, 0.919], [1.837, -0.017, -0.244], [0.406, -0.502, -0.432], [-2.676, -0.373, -0.421], [3.152, 1.012, 1.196], [1.226, 0.527, 1.759], [2.540, -0.209, -1.041], [-0.040, 1.376, 0.318], [-2.462, -1.353, -0.979], [-3.731, 0.032, -0.316], [-0.476, 0.452, 0.009], [-1.896, 0.544, 0.019], [0.008, -2.098, -0.788]], "mulliken_charge": [-0.755, -0.213, 0.497, -0.177, 0.262, 0.278, 0.361, 0.380, 0.191, 0.260, 0.140, -0.841, -0.384], "e_tot_ev": -18057.5829, "orbital_gap_ev": 8.3, "homo_energy_ev": -8.5, "charge": 0, "smiles": "C=CC(=S)NN=C", "max_force_ha_per_bohr": 0.06691, "relative_energy_kcal_mol": 78.18}

Record 2
{"formula": "C4H6N2S", "method": "ωB97M-V/def2-TZVPD", "elements": ["C", "C", "C", "C", "N", "N", "S", "H", "H", "H", "H", "H", "H"], "positions_angstrom": [[-2.510, -0.923, 0.699], [-2.325, 0.178, 1.343], [-0.116, -0.398, 0.243], [1.872, 0.840, -0.458], [-1.113, -0.555, 1.173], [0.749, 0.536, 0.327], [2.608, -0.506, -1.543], [-2.977, -1.828, 0.561], [-2.643, 1.207, 1.605], [0.080, -1.215, -0.452], [1.547, 1.722, -0.921], [2.828, 1.001, 0.140], [1.999, -0.058, -2.716]], "mulliken_charge": [-0.448, 0.070, 0.098, -0.371, -0.313, -0.477, -0.261, 0.348, 0.319, 0.322, 0.367, 0.207, 0.139], "e_tot_ev": -18055.5035, "orbital_gap_ev": 9.0, "homo_energy_ev": -8.3, "charge": 0, "smiles": "SC/N=C/N1C=C1", "max_force_ha_per_bohr": 0.05860, "relative_energy_kcal_mol": 126.14}

Record 3
{"formula": "C4H6N2S", "method": "ωB97M-V/def2-TZVPD", "elements": ["C", "C", "C", "C", "H", "H", "H", "H", "H", "H", "N", "N", "S"], "positions_angstrom": [[1.152, 0.021, -0.132], [-0.293, 0.449, -0.202], [-1.242, -0.643, -0.246], [-2.529, -0.521, 0.160], [1.665, 1.979, 0.208], [2.910, 0.855, 0.552], [2.453, -1.406, -0.062], [-0.872, -1.586, -0.656], [-2.894, 0.380, 0.677], [-3.128, -1.409, 0.034], [2.060, 1.039, 0.057], [1.430, -1.233, -0.186], [-0.711, 2.075, -0.203]], "mulliken_charge": [0.431, 0.150, 0.002, -0.721, 0.161, 0.229, 0.216, 0.329, 0.253, 0.268, -0.421, -0.614, -0.282], "e_tot_ev": -18059.4990, "orbital_gap_ev": 7.8, "homo_energy_ev": -9.0, "charge": 0, "smiles": "[H]/N=C(\\N)C(=S)C=C", "max_force_ha_per_bohr": 0.03607, "relative_energy_kcal_mol": 34.00}